Entry from the Open Molecules 2025 dataset: one molecule with the formula C4H8O2 (ωB97M-V/def2-TZVPD).

Positions of all 14 atoms, in Å:
O  -0.010  0.154  1.963
C  -0.677  0.027  0.719
C  -0.384  -1.205  -0.162
C  0.469  -0.344  -1.123
C  -0.032  0.922  -0.384
O  0.935  1.797  0.111
H  0.646  -0.547  2.044
H  -1.739  0.216  0.908
H  -1.333  -1.486  -0.613
H  0.033  -2.128  0.260
H  0.196  -0.429  -2.180
H  1.556  -0.447  -1.033
H  -0.777  1.475  -0.968
H  0.984  1.583  1.060

Summary:
max |F| = 0.00799 hartree/bohr
HOMO level = -9.8214 eV
orbital gap = 10.68 eV
SMILES = O[C@@H]1CC[C@@H]1O

---

Entry from the Open Molecules 2025 dataset: C24H19FeO7PS2Se as an isolated structure at a distorted geometry (ωB97M-V/def2-TZVPD).

Positions of all 55 atoms, in Å:
Fe  1.735  -0.541  -0.118
O  1.401  0.862  -2.173
S  2.765  1.266  -1.837
O  3.412  2.156  -2.746
O  3.526  0.117  -1.347
C  1.552  3.003  -0.257
C  1.943  4.330  -0.265
C  1.018  5.319  0.019
C  -0.299  4.979  0.301
C  -0.685  3.649  0.269
C  0.229  2.635  -0.015
P  -0.330  0.887  -0.078
C  -1.420  0.872  -1.538
C  -1.388  1.855  -2.519
C  -2.195  1.747  -3.643
C  -3.040  0.657  -3.798
C  -3.057  -0.343  -2.836
C  -2.239  -0.242  -1.720
C  -1.480  0.837  1.344
C  -2.866  0.769  1.252
C  -3.641  0.655  2.400
C  -3.039  0.617  3.648
C  -1.657  0.717  3.749
C  -0.881  0.817  2.606
H  2.980  4.563  -0.464
H  1.329  6.356  0.026
H  -1.018  5.744  0.563
H  -1.714  3.382  0.481
H  -0.718  2.698  -2.420
H  -2.150  2.512  -4.408
H  -3.668  0.577  -4.677
H  -3.692  -1.210  -2.961
H  -2.224  -1.045  -0.992
H  -3.354  0.819  0.288
H  -4.719  0.591  2.313
H  -3.644  0.503  4.539
H  -1.178  0.709  4.719
H  0.197  0.895  2.691
O  2.283  2.070  2.776
S  3.119  0.916  2.468
O  3.911  0.372  3.554
O  2.314  -0.157  1.792
O  2.563  2.064  -0.410
Se  1.199  -2.723  -0.724
C  1.500  -4.533  -0.275
C  0.401  -5.381  -0.171
C  0.584  -6.736  0.072
C  1.863  -7.259  0.218
C  2.959  -6.411  0.124
C  2.782  -5.056  -0.120
H  -0.593  -4.970  -0.288
H  -0.279  -7.387  0.145
H  2.004  -8.317  0.402
H  3.961  -6.808  0.237
H  3.637  -4.397  -0.196

Summary:
charge = -1
spin multiplicity = 6
max |F| = 0.02839 hartree/bohr
HOMO level (spin up / spin down) = -4.8665 / -5.1054 eV
orbital gap (spin up / spin down) = 7.41 / 7.19 eV

---

Entry from the Open Molecules 2025 dataset: one molecule with the formula C6H8 (ωB97M-V/def2-TZVPD).

Positions of all 14 atoms, in Å:
C  -0.371  1.245  -0.289
C  -0.023  -0.213  -0.716
C  1.469  -0.362  -0.350
C  -0.856  1.204  1.142
C  -1.241  -0.198  1.297
C  -0.832  -0.995  0.274
H  -1.188  1.681  -0.888
H  0.481  1.927  -0.400
H  -0.216  -0.518  -1.757
H  2.099  0.187  -1.055
H  1.803  -1.400  -0.293
H  1.597  0.091  0.629
H  -1.733  -0.572  2.191
H  -0.987  -2.078  0.212

Summary:
max |F| = 0.01758 hartree/bohr
HOMO level = -8.1632 eV
orbital gap = 7.73 eV

---

Entry from the Open Molecules 2025 dataset: one molecule with the formula C3H5BO2 at a distorted geometry (ωB97M-V/def2-TZVPD).

Positions of all 11 atoms, in Å:
C  -1.947  -1.897  -0.127
C  -1.215  -1.001  -0.530
C  -0.271  0.042  -0.861
O  0.041  0.682  0.388
B  1.280  0.969  0.737
O  1.489  1.599  1.973
H  -2.678  -2.590  0.167
H  0.629  -0.283  -1.218
H  -0.817  0.726  -1.432
H  2.073  0.654  0.054
H  0.733  1.723  2.444

Summary:
max |F| = 0.09928 hartree/bohr
HOMO level = -10.4029 eV
orbital gap = 11.20 eV
SMILES = C#CCOBO